A molecular structure, C27H25N2O2STaTe in a non-equilibrium geometry, computed with ωB97M-V with the def2-TZVPD basis set.

Each line ends with the Löwdin charge.
Geometry (Å):
Ta  0.13  -0.25  -0.62  1.550
O  1.15  -1.04  0.72  -0.304
C  1.56  -2.22  1.25  -0.257
C  2.07  -2.29  2.53  0.034
C  2.41  -3.55  3.03  -0.002
C  2.25  -4.70  2.26  -0.027
C  1.77  -4.61  0.97  0.015
C  1.42  -3.36  0.44  -0.137
C  0.94  -3.26  -0.90  -0.021
N  0.54  -2.19  -1.53  -0.112
C  0.14  -2.41  -2.94  -0.151
C  -0.28  -1.09  -3.54  -0.178
N  -1.00  -0.37  -2.48  -0.114
C  -2.23  -0.01  -2.69  -0.002
C  -3.16  0.49  -1.73  -0.135
C  -4.51  0.67  -2.10  0.012
C  -5.43  1.02  -1.14  -0.030
C  -5.03  1.18  0.19  -0.003
C  -3.71  1.01  0.58  0.022
C  -2.79  0.70  -0.39  -0.273
O  -1.47  0.56  -0.11  -0.257
H  2.20  -1.39  3.12  0.127
H  2.80  -3.62  4.03  0.129
H  2.51  -5.66  2.68  0.125
H  1.66  -5.50  0.36  0.131
H  0.95  -4.19  -1.47  0.157
H  -0.68  -3.13  -2.96  0.138
H  0.98  -2.83  -3.50  0.141
H  -0.92  -1.24  -4.41  0.137
H  0.57  -0.49  -3.84  0.085
H  -2.62  -0.17  -3.70  0.154
H  -4.81  0.53  -3.13  0.131
H  -6.47  1.16  -1.41  0.124
H  -5.77  1.43  0.94  0.129
H  -3.40  1.14  1.61  0.128
C  -1.42  3.97  0.54  -0.032
C  -0.13  3.38  1.05  -0.284
C  1.09  3.92  0.68  -0.075
C  2.28  3.42  1.19  -0.119
C  2.27  2.35  2.08  -0.111
C  1.05  1.80  2.46  -0.105
C  -0.14  2.30  1.95  -0.080
H  -1.79  3.42  -0.33  0.070
H  -1.27  5.00  0.22  0.089
H  -2.19  3.95  1.30  0.088
H  1.12  4.77  0.01  0.112
H  3.22  3.88  0.92  0.116
H  3.19  1.98  2.51  0.112
H  1.02  1.01  3.20  0.103
H  -1.08  1.92  2.32  0.105
Te  2.34  1.00  -1.45  1.112
C  1.73  2.00  -3.16  -1.029
C  2.03  1.63  -4.45  -0.255
C  1.62  2.60  -5.39  -0.162
C  1.04  3.69  -4.80  -0.383
S  0.99  3.54  -3.10  0.960
H  2.55  0.72  -4.71  0.106
H  1.76  2.51  -6.46  0.117
H  0.64  4.57  -5.28  0.082

Results
ΔE to the lowest compared entry with this formula, charge and spin   90.6 kJ/mol
Net charge   +2
Spin multiplicity   1
DFT total energy   -2026.65404 Ha
Orbital gap   6.0 eV
Strongest force on any atom   0.032 Eh/bohr

A single C6H9IO2 molecule in a non-equilibrium geometry, computed with ωB97M-V with the def2-TZVPD basis set.

Each line ends with the Löwdin charge.
Geometry (Å):
C  -0.56  0.39  -1.14  -0.037
C  0.44  -0.09  0.02  -0.568
C  0.40  0.96  1.14  -0.068
C  0.25  -1.52  0.57  -0.087
O  1.55  -1.75  1.11  0.017
C  2.55  -1.24  0.44  -0.555
O  3.69  -1.54  0.66  0.124
C  1.87  -0.25  -0.54  -0.557
I  2.86  1.63  -1.04  0.899
H  -0.32  1.52  -1.18  0.090
H  -1.57  0.36  -0.86  0.047
H  -0.41  -0.30  -2.03  0.102
H  0.87  1.91  0.73  0.027
H  0.99  0.46  1.92  0.104
H  -0.57  1.20  1.40  0.053
H  -0.46  -1.53  1.41  0.142
H  0.00  -2.32  -0.21  0.159
H  1.92  -0.94  -1.40  0.109

Results
ΔE to the lowest compared entry with this formula, charge and spin   0.0 kJ/mol
SMILES string   CC1(C)COC(=O)[C@@H]1I
Spin multiplicity   1
DFT total energy   -682.17243 Ha
Orbital gap   9.8 eV
Strongest force on any atom   0.073 Eh/bohr

A molecular structure, C4H8O in a non-equilibrium geometry, computed with ωB97M-V with the def2-TZVPD basis set.

Each line ends with the Löwdin charge.
Geometry (Å):
C  -0.91  -0.74  -0.30  -0.047
C  0.29  -0.41  0.46  -0.321
C  1.58  -0.45  -0.36  -0.113
O  1.33  0.87  -0.89  -0.057
C  0.10  0.87  -0.26  -0.212
H  -1.96  1.05  1.05  0.071
H  -1.79  -0.96  0.32  0.063
H  -0.95  -1.15  -1.30  0.069
H  0.30  -0.54  1.54  0.135
H  1.54  -1.13  -1.22  0.124
H  2.50  -0.57  0.22  0.122
H  -1.41  1.51  1.26  0.074
H  -0.60  1.65  -0.52  0.092

Results
ΔE to the lowest compared entry with this formula, charge and spin   505.5 kJ/mol
Spin multiplicity   1
DFT total energy   -232.25312 Ha
Orbital gap   8.8 eV
Strongest force on any atom   0.020 Eh/bohr

A molecular structure, C11H14AlBr2 in a non-equilibrium geometry, computed with ωB97M-V with the def2-TZVPD basis set.

Each line ends with the Löwdin charge.
Geometry (Å):
C  4.69  -0.63  -0.70  -0.205
C  3.68  0.43  -0.33  -0.873
Br  4.33  2.23  -0.63  0.622
C  2.44  0.25  0.12  -0.729
Br  1.87  -1.60  0.36  0.630
Al  1.23  1.89  0.53  0.195
C  -0.45  1.43  1.57  -0.244
C  -1.47  0.77  0.68  -0.326
C  -2.34  1.50  -0.13  -0.075
C  -3.22  0.81  -0.92  -0.119
C  -3.25  -0.56  -0.96  -0.092
C  -2.41  -1.30  -0.16  -0.296
C  -2.35  -2.80  -0.13  -0.058
C  -1.54  -0.60  0.65  -0.073
H  5.01  -0.43  -1.73  0.062
H  4.30  -1.64  -0.64  0.008
H  5.58  -0.55  -0.06  0.068
H  0.86  2.58  -0.88  -0.082
H  2.15  2.87  1.43  -0.104
H  -0.29  0.84  2.48  0.052
H  -0.90  2.40  1.85  0.047
H  -2.33  2.58  -0.13  0.109
H  -3.93  1.34  -1.56  0.096
H  -3.96  -1.07  -1.62  0.097
H  -1.31  -3.09  -0.34  0.068
H  -2.96  -3.29  -0.90  0.067
H  -2.55  -3.19  0.87  0.075
H  -0.88  -1.17  1.30  0.081

Results
Net charge   -1
Spin multiplicity   1
DFT total energy   -5818.05729 Ha
Orbital gap   7.5 eV
Strongest force on any atom   0.029 Eh/bohr

A molecular structure, C24H24CsN3O2PS4 in a non-equilibrium geometry, computed with ωB97M-V with the def2-TZVPD basis set.

Each line ends with the Löwdin charge.
Geometry (Å):
Cs  -0.67  2.03  -0.96  0.632
O  -7.16  0.22  1.42  -0.122
C  -6.23  0.55  0.72  -1.098
S  -5.76  2.21  0.44  0.890
C  -4.36  1.92  -0.63  -1.286
C  -4.09  0.62  -0.89  -1.269
S  -2.84  -0.02  -1.86  0.190
S  -5.18  -0.56  -0.13  0.882
S  -3.54  3.32  -1.17  0.183
N  2.62  0.14  2.46  -0.118
P  1.05  0.81  2.23  1.007
C  0.66  0.87  4.03  -0.374
C  0.19  2.05  4.62  -0.102
C  -0.15  2.07  5.96  -0.092
C  0.00  0.93  6.73  -0.096
C  0.49  -0.24  6.16  -0.088
C  0.81  -0.26  4.82  -0.099
C  0.03  -0.66  1.88  -0.393
C  0.53  -1.87  1.40  -0.098
C  -0.34  -2.91  1.12  -0.086
C  -1.70  -2.77  1.31  -0.077
C  -2.20  -1.56  1.78  -0.082
C  -1.34  -0.52  2.06  -0.104
C  3.34  0.16  1.29  -0.432
C  4.72  0.03  1.19  -0.025
C  5.28  0.04  -0.08  -0.076
C  4.44  0.16  -1.19  -0.076
C  3.08  0.29  -0.98  -0.114
N  2.53  0.30  0.23  0.051
H  3.12  0.33  3.32  0.106
H  0.09  2.95  4.03  0.098
H  -0.54  2.97  6.40  0.100
H  -0.27  0.94  7.78  0.098
H  0.61  -1.12  6.77  0.100
H  1.17  -1.18  4.36  0.105
H  1.59  -1.99  1.24  0.091
H  0.06  -3.85  0.75  0.097
H  -2.37  -3.59  1.10  0.105
H  -3.27  -1.44  1.92  0.083
H  -1.74  0.42  2.44  0.115
H  5.33  -0.08  2.07  0.103
H  6.35  -0.06  -0.20  0.102
H  4.85  0.17  -2.19  0.098
H  2.40  0.39  -1.82  0.083
C  0.16  1.53  -6.30  -0.042
N  0.03  0.18  -5.81  -0.157
C  -0.91  -0.67  -6.50  -0.054
C  0.52  -0.12  -4.58  -0.511
C  0.12  -1.44  -3.98  0.009
O  1.27  0.65  -4.00  -0.002
H  0.28  1.52  -7.38  0.082
H  1.04  1.98  -5.84  0.081
H  -0.72  2.13  -6.04  0.102
H  -1.02  -0.31  -7.52  0.084
H  -1.89  -0.68  -6.02  0.102
H  -0.54  -1.70  -6.55  0.081
H  0.27  -2.28  -4.66  0.075
H  -0.93  -1.40  -3.69  0.057
H  0.71  -1.60  -3.08  0.083

Results
ΔE to the lowest compared entry with this formula, charge and spin   7.7 kJ/mol
Net charge   -1
Spin multiplicity   1
DFT total energy   -3198.07472 Ha
Orbital gap   4.2 eV
Strongest force on any atom   0.028 Eh/bohr

A molecular structure, C31H50ClLaP in a non-equilibrium geometry, computed with ωB97M-V with the def2-TZVPD basis set.

Each line ends with the Löwdin charge.
Geometry (Å):
La  -2.99  0.67  -0.21  0.753
P  0.89  -0.38  -2.06  1.233
Cl  -3.23  -1.51  -1.58  -0.279
C  1.44  -0.26  -0.16  -0.194
H  0.51  -0.34  0.41  0.049
H  1.88  -1.26  0.11  0.077
C  -0.57  0.58  -2.73  -0.397
C  0.46  -2.14  -2.56  -0.371
C  -0.57  0.82  -4.28  -0.200
H  -1.43  -0.12  -2.52  0.001
C  -1.93  1.36  -4.75  -0.191
H  0.21  1.56  -4.53  0.099
H  -0.34  -0.10  -4.85  0.083
C  -2.38  2.62  -3.98  -0.196
H  -1.88  1.58  -5.83  0.112
H  -2.69  0.56  -4.62  0.115
C  -2.26  2.42  -2.45  -0.295
H  -1.80  3.49  -4.32  0.114
H  -3.43  2.83  -4.24  0.106
C  -0.86  1.93  -2.04  -0.275
H  -2.49  3.35  -1.92  0.089
H  -3.09  1.66  -2.26  0.009
H  -0.10  2.65  -2.39  0.117
H  -0.71  1.88  -0.93  0.056
C  2.39  0.16  -3.04  -0.369
C  1.62  -3.11  -2.28  -0.200
H  -0.34  -2.29  -1.82  0.090
C  1.23  -4.59  -2.52  -0.195
H  2.47  -2.87  -2.93  0.109
H  1.97  -3.01  -1.24  0.100
C  0.61  -4.84  -3.90  -0.211
H  2.12  -5.22  -2.41  0.106
H  0.50  -4.90  -1.76  0.118
C  -0.52  -3.86  -4.21  -0.188
H  1.38  -4.79  -4.69  0.109
H  0.21  -5.87  -3.94  0.106
C  -0.16  -2.38  -3.95  -0.196
H  -0.82  -3.96  -5.26  0.110
H  -1.41  -4.12  -3.60  0.117
H  0.54  -2.06  -4.75  0.096
H  -1.09  -1.79  -4.07  0.093
C  2.53  1.68  -2.92  -0.208
H  3.19  -0.32  -2.45  0.126
C  3.94  2.08  -3.31  -0.193
H  1.81  2.18  -3.58  0.103
H  2.32  2.03  -1.90  0.083
C  4.32  1.61  -4.72  -0.194
H  4.05  3.17  -3.25  0.112
H  4.65  1.65  -2.59  0.117
C  3.96  0.13  -4.97  -0.197
H  3.79  2.23  -5.46  0.110
H  5.39  1.77  -4.90  0.107
C  2.57  -0.26  -4.50  -0.204
H  4.08  -0.09  -6.04  0.107
H  4.70  -0.50  -4.45  0.112
H  1.83  0.24  -5.13  0.102
H  2.42  -1.34  -4.63  0.091
C  1.57  2.22  0.66  -0.204
C  2.21  0.82  0.49  -0.446
H  1.59  2.89  -0.20  0.013
C  2.72  0.32  1.85  -0.182
H  3.12  1.10  -0.09  0.105
C  1.79  0.60  3.04  -0.206
H  2.88  -0.76  1.83  0.092
H  3.68  0.80  2.08  0.112
C  1.56  2.10  3.23  -0.203
H  0.81  0.13  2.91  0.072
H  2.22  0.14  3.95  0.108
C  1.07  2.76  1.91  -0.315
H  0.82  2.25  4.03  0.094
H  2.50  2.55  3.56  0.093
H  -0.04  2.66  1.94  0.053
H  1.31  3.85  1.96  0.094
C  -1.79  0.15  4.47  -0.129
C  -2.23  1.28  3.78  -0.101
C  -2.16  1.29  2.35  -0.283
C  -1.66  0.16  1.69  -0.428
C  -1.22  -0.97  2.39  -0.183
C  -1.27  -0.95  3.80  -0.125
H  -1.85  0.14  5.56  0.096
H  -2.61  2.16  4.32  0.098
H  -2.51  2.20  1.81  0.015
H  -0.83  -1.83  1.84  0.079
H  -0.89  -1.81  4.36  0.095

Results
Net charge   -1
Spin multiplicity   1
DFT total energy   -2044.16011 Ha
Orbital gap (alpha / beta)   2.8 / 2.6 eV
Strongest force on any atom   0.087 Eh/bohr

Question: Look up the spin multiplicity of the sixth one.
Answer: 1

Question: Among the records above, which one has the lowest strongest force on any atom?
Answer: C4H8O

Question: Number 1 is which compound?
Answer: C27H25N2O2STaTe